A molecular structure, C19H28B2BeF8N2O3. Source: the Open Molecules 2025 dataset; level of theory: the ωB97M-V functional and the def2-TZVPD basis.

Output
**ΔE to the lowest compared entry with this formula, charge and spin**: 14.327 eV
**Calculated total energy**: -1939.321140 hartree
**Lowest unoccupied orbital energy**: -0.294 hartree
**HOMO-LUMO gap**: 2.09 eV

The geometry in ORCA input format:
```
! wB97M-V def2-TZVPD RIJCOSX def2/J DEFGRID3
* xyz 0 1
F 3.06488 0.39696 1.98637
F -5.75652 2.09639 -3.43449
F 2.76978 -1.69286 1.37788
F 3.49322 -1.27886 3.43069
F -3.51056 2.86683 -3.46058
F -4.49259 2.19761 -1.56671
F 4.89433 -1.00866 1.82016
F -3.80891 0.75474 -2.99116
O -3.20981 -2.82374 3.46470
O -0.54853 -4.76633 -2.16538
O 2.12448 5.21546 -1.01613
N -2.06692 2.96045 4.34706
N 2.20365 -0.25126 -4.78820
C -1.12395 -6.73775 -3.46837
C -0.15794 -5.71412 -2.80927
C -1.60111 2.43513 5.53888
C 1.64422 -0.44756 -6.04786
C 3.48030 -0.48887 -4.61399
C 3.77158 -1.13909 -6.91090
C -3.56776 4.39349 5.67291
C 2.81337 6.26866 -1.15295
C 1.26684 -6.15792 -2.83133
C -2.01806 -4.48575 4.63944
C -3.05375 3.77030 6.79719
C -4.33481 -3.66591 5.47348
C 4.30772 -0.90071 -5.66757
C -2.10668 2.76823 6.80801
C 3.34589 6.87192 0.10748
C 3.13687 6.82931 -2.52041
C -3.22522 -3.61156 4.43526
C -2.94438 4.04022 4.47804
C 2.42360 -0.88671 -7.09537
B -4.44461 2.00977 -2.88593
B 3.58407 -0.88927 2.13940
Be -0.70072 0.46156 -0.13610
H -4.39825 5.08062 5.60553
H -3.48708 3.97287 7.76548
H 4.40499 -1.49858 -7.70838
H -1.08659 -3.96392 4.41995
H -0.89139 -7.78887 -3.29760
H 2.81057 6.54466 0.99879
H 3.32616 7.87823 -2.29226
H -2.07559 -4.93567 5.63058
H 2.07829 -0.99787 -8.11262
H -5.25312 -3.14834 5.19612
H 4.04459 6.45128 -2.99078
H -1.67495 2.31855 7.68994
H -4.07119 -3.12878 6.38458
H 1.48081 -6.77337 -1.95752
H 0.60422 -0.21775 -6.22673
H -3.25362 4.38366 3.50192
H 4.36148 6.53892 0.32145
H 5.33883 -1.18308 -5.51437
H -2.18759 -6.62463 -3.25870
H 2.38597 6.64194 -3.28796
H -0.79025 1.72660 5.45585
H 1.41385 -6.53301 -3.84414
H 3.98304 -0.30874 -3.67526
H 3.27965 7.95979 0.09216
H -1.95281 -5.29317 3.91012
H -4.71164 -4.68687 5.53457
H -1.18499 -6.56123 -4.54225
H 1.85464 -5.24336 -2.75271
*
```